1.
Entry from the OMol25 dataset: a cluster of 12 separate species, C25H54Br6O37S10 in total (ωB97M-V/def2-TZVPD).

Expectation value of S²: 0.76
Total energy (hartree): -23193.9511
Total charge: +1
Multiplicity: 2
Gap between HOMO and LUMO (spin up / spin down) (eV): 6.51 / 2.24

Each line ends with the Mulliken charge.
Positions of all 132 atoms, in Å:
O 2.8875 1.9800 -0.6201  -0.508
S 4.1956 1.2971 -0.5970  1.213
O 4.3193 -0.0624 -0.0637  -0.631
O 4.9606 1.5377 -2.0642  -0.066
C 6.1517 0.8939 -2.4304  -0.256
C 6.0577 0.6716 -3.9117  -0.997
C 5.3915 2.3408 0.3141  -1.280
H 6.2842 -0.0958 -1.9933  0.251
H 6.8747 1.5905 -2.0060  0.399
H 5.3448 1.3733 -4.3447  0.099
H 5.6341 -0.2968 -4.1779  0.264
H 6.9482 0.8276 -4.5206  0.387
H 5.3136 3.2937 -0.2093  0.348
H 6.3532 1.8371 0.2157  0.465
H 5.1852 2.4323 1.3805  0.314
O -0.6602 5.3735 0.9240  -0.600
S 0.6304 4.7982 0.6966  1.083
O 1.1154 4.2394 -0.5483  -0.548
O 1.7782 5.9031 1.0912  -0.283
C 1.5665 6.6300 2.2361  -0.076
C 2.2663 7.9535 2.1956  -1.402
C 1.0072 3.5503 2.0979  -0.590
H 2.0842 6.2764 3.1278  0.242
H 0.5558 6.6959 2.6390  0.407
H 1.9473 8.7331 1.5038  0.343
H 3.2731 7.7891 1.8115  0.323
H 2.3504 8.3681 3.2001  0.360
H 0.3022 3.8324 2.8799  0.491
H 2.0451 3.5949 2.4279  0.415
H 0.8190 2.5431 1.7260  -0.298
O 0.0531 -2.7850 2.2954  -0.282
S 0.7639 -2.3873 1.0339  0.971
O 0.3146 -2.8172 -0.2692  -0.598
O 0.7078 -0.7387 0.9748  -0.064
C -0.5378 -0.1264 0.5754  -0.375
C -0.2360 0.1984 -0.8269  1.672
C 2.5841 -2.7162 1.3153  -0.627
H -0.7770 0.7492 1.1788  0.258
H -1.2491 -0.9441 0.6922  0.051
H 0.5926 0.9065 -0.8411  -0.305
H -1.0921 0.6678 -1.3115  -0.240
H 0.2398 -0.7210 -1.1682  -0.692
H 2.8691 -2.6151 2.3625  0.225
H 3.1718 -2.1545 0.5891  0.069
H 2.5116 -3.7880 1.1309  0.302
C -2.9401 -1.1696 3.8705  0.046
Br -3.5195 0.2393 5.1712  0.086
Br -4.2699 -1.3190 2.3534  0.370
Br -2.5815 -3.0612 4.5458  0.242
H -2.0793 -0.8046 3.3102  0.069
C 1.1932 -2.3464 -3.9098  0.608
Br 2.3652 -3.4356 -5.1353  -0.050
Br -0.3971 -1.6073 -5.0353  -0.101
Br 2.2805 -0.9840 -2.9349  0.253
H 0.7168 -2.8702 -3.0811  -0.755
C -5.6721 3.1187 -3.4626  -0.310
C -5.8158 1.7587 -2.6618  -0.436
O -4.4829 1.2786 -2.3883  -0.151
S -3.3804 1.9430 -3.4271  1.212
O -2.7939 0.9422 -4.3077  -0.540
O -2.5021 2.8762 -2.6624  -0.445
O -4.4916 2.8411 -4.2280  -0.391
H -5.5179 4.0272 -2.8804  0.178
H -6.5395 3.3498 -4.0809  0.335
H -6.3701 1.0486 -3.2754  0.344
H -6.2600 1.8020 -1.6673  0.297
C -5.5675 5.3173 1.6770  -0.369
C -6.0120 4.3413 0.5862  -0.296
O -5.0746 3.3166 0.3923  -0.172
S -3.9414 3.3025 1.6012  0.729
O -2.6541 2.8861 1.1043  -0.144
O -4.4412 2.5115 2.7141  -0.570
O -4.2179 4.8926 1.8312  -0.349
H -6.1693 5.1631 2.5726  0.254
H -5.5481 6.3973 1.5310  0.314
H -6.0635 4.8417 -0.3808  0.224
H -7.0310 3.9905 0.7500  0.361
C 2.4465 2.5441 -4.3480  0.091
C 1.1008 2.3903 -3.6338  1.247
O 0.0494 2.7548 -4.5610  -0.189
S 0.6642 3.5587 -5.9376  1.072
O 0.0270 4.8403 -6.2111  -0.533
O 0.7758 2.5637 -6.9804  -0.531
O 2.2210 3.6717 -5.1581  -0.484
H 2.6122 1.5867 -4.8420  0.287
H 3.3335 2.7581 -3.7518  0.022
H 1.0093 2.9531 -2.7049  -0.299
H 0.9260 1.3333 -3.4330  -0.714
C 0.0246 -5.7553 -2.6005  0.245
C -0.2033 -6.2145 -1.1445  -0.050
O 0.9137 -5.9172 -0.3960  -0.167
S 2.2468 -5.5819 -1.3760  0.900
O 3.3125 -6.5478 -1.1051  -0.622
O 2.5460 -4.1524 -1.3350  -0.358
O 1.4364 -5.9111 -2.7341  -0.329
H -0.4407 -4.7744 -2.5034  -0.334
H -0.3165 -6.3381 -3.4562  0.361
H -0.3484 -7.2940 -1.1057  0.321
H -1.1134 -5.7933 -0.7173  -0.024
C -1.1146 -6.3574 3.0175  -0.054
C -1.0380 -7.2602 4.3361  -0.361
O 0.0598 -6.8294 5.1014  -0.393
S 0.8158 -5.4739 4.4551  1.080
O 2.2799 -5.6205 4.5138  -0.577
O 0.2579 -4.2580 5.0064  -0.435
O 0.1284 -5.6304 2.9608  -0.137
H -1.8989 -5.6080 2.9111  0.044
H -1.3611 -6.9530 2.1385  0.294
H -0.7721 -8.3094 4.2067  0.287
H -1.9776 -7.3064 4.8867  0.298
C 2.2275 -1.7845 5.3448  0.454
C 1.6351 -0.6260 6.1189  -0.237
O 2.0081 0.4128 5.2583  -0.403
S 3.5860 0.1890 4.5741  0.847
O 4.6140 0.8001 5.4962  -0.587
O 3.6389 0.6479 3.1955  -0.216
O 3.4521 -1.4084 4.8293  -0.306
H 1.7849 -2.0097 4.3745  -0.541
H 2.3600 -2.7458 5.8413  0.316
H 2.1024 -0.5445 7.1002  0.342
H 0.5790 -0.7193 6.3719  0.334
C -2.7851 -1.9552 -1.9811  0.091
C -4.1416 -2.1341 -2.7425  -0.045
O -4.7767 -3.3518 -2.3155  -0.347
S -3.8582 -4.1206 -1.2030  1.036
O -3.6740 -5.5393 -1.5439  -0.568
O -4.1250 -3.8324 0.1770  -0.504
O -2.4656 -3.2528 -1.7382  0.025
H -2.8816 -1.6016 -0.9545  0.018
H -2.1504 -1.3002 -2.5780  -0.144
H -4.0482 -2.1058 -3.8281  0.292
H -4.8050 -1.3040 -2.4996  0.116

***

2.
Entry from the OMol25 dataset: the molecule C9H10N4 (ωB97M-V/def2-TZVPD).

Total energy (hartree): -567.7987
SMILES: C[C@H]1[C@@H]2N(c3ccccc3)N=NN21
Total charge: 0
Energy relative to the best compared isomer or geometry (same formula, charge and spin) (kJ/mol): 538.24
Gap between HOMO and LUMO (eV): 8.71

Each line ends with the Mulliken charge.
Positions of all 23 atoms, in Å:
C 2.4480 -2.0601 2.3336  -1.226
C 1.4391 -1.1190 2.0191  0.072
C 0.3198 -1.1482 0.7689  -0.149
N -0.5483 -0.0104 0.6100  0.561
C -0.7967 0.7228 -0.5708  0.380
C 0.2925 1.1882 -1.2897  -0.417
C 0.0464 1.7426 -2.5517  -0.514
C -1.2623 1.7942 -3.0659  -0.425
C -2.3304 1.4267 -2.2295  -0.327
C -2.1075 0.9247 -0.9981  -0.480
N -1.2477 0.1466 1.7127  -0.139
N -0.9119 -0.6897 2.5802  -0.664
N 0.0611 -1.5661 2.1099  -0.083
H 2.9141 -1.9840 3.4264  0.237
H 3.2681 -2.0920 1.7094  0.308
H 1.8229 -3.0254 2.1657  0.309
H 1.8372 -0.0715 2.1257  0.298
H 0.5222 -1.8100 -0.0532  0.408
H 1.1766 0.9006 -0.7761  0.446
H 0.7797 2.2091 -3.1679  0.374
H -1.5320 2.2930 -4.0866  0.249
H -3.3520 1.6358 -2.4902  0.354
H -2.8388 0.5918 -0.2819  0.427

***

3.
Entry from the OMol25 dataset: a structure of composition H20KrO10Xe (ωB97M-V/def2-TZVPD).

Total energy (hartree): -3847.3612
Total charge: 0
Energy relative to the best compared isomer or geometry (same formula, charge and spin) (kJ/mol): 0.00
Gap between HOMO and LUMO (eV): 9.49

Each line ends with the Mulliken charge.
Positions of all 32 atoms, in Å:
Kr 0.0686 -0.6241 0.0202  0.051
Xe -1.7324 -2.8666 2.7156  -0.019
O -0.1081 3.0687 -1.7631  -0.633
H -0.5060 2.3906 -2.3091  0.314
H -0.8506 3.5592 -1.4105  0.300
O 2.8067 -0.4803 -2.4455  -0.641
H 2.8592 -0.3434 -1.4996  0.395
H 2.3887 -1.3361 -2.5413  0.410
O -1.3652 1.3731 2.6797  -0.665
H -0.9227 2.0152 2.1246  0.322
H -1.4566 1.8103 3.5263  0.313
O 2.5046 2.9713 -0.3098  -0.682
H 2.9743 3.4524 -0.9911  0.321
H 1.6304 2.8318 -0.6739  0.334
O 1.1492 0.3477 3.9081  -0.582
H 1.3465 0.4888 4.8340  0.293
H 0.1985 0.4416 3.8483  0.293
O -0.6051 -4.0441 -1.3406  -0.661
H -1.5535 -4.0079 -1.4647  0.304
H -0.4891 -4.5040 -0.5092  0.290
O 1.1769 -2.7167 -3.0806  -0.669
H 1.6519 -3.3144 -3.6580  0.323
H 0.6869 -3.2906 -2.4917  0.355
O -3.6110 -1.1406 -0.8270  -0.589
H -3.7099 -0.6747 0.0034  0.378
H -3.5883 -0.4493 -1.4887  0.259
O 3.4671 0.3466 0.1412  -0.713
H 3.0558 1.0968 -0.2880  0.307
H 3.5703 0.6186 1.0531  0.304
O -3.8964 0.6724 1.3642  -0.682
H -4.0870 1.5601 1.0611  0.294
H -3.0537 0.7475 1.8121  0.375

***

4.
Entry from the OMol25 dataset: a cluster of 2 separate species, CH4O4 in total (ωB97M-V/def2-TZVPD).

Total energy (hartree): -341.3376
SMILES: O=CO.OO
Total charge: 0
Energy relative to the best compared isomer or geometry (same formula, charge and spin) (kJ/mol): 387.59
Gap between HOMO and LUMO (eV): 11.60

Each line ends with the Mulliken charge.
Positions of all 9 atoms, in Å:
O 0.2750 1.6789 -0.4466  -0.531
C -0.3638 1.0961 0.4630  0.265
O 0.1888 0.3927 1.4738  -0.428
H -1.4496 1.2025 0.6609  0.339
H 0.9678 -0.1324 1.3421  0.329
O -1.1517 -0.8575 -1.0078  -0.348
O 0.2147 -1.0867 -0.7872  -0.344
H -0.9902 0.0954 -1.2060  0.385
H 0.4443 -1.4524 -1.6889  0.332

***

5.
Entry from the OMol25 dataset: the molecule C3H2N2O (ωB97M-V/def2-TZVPD).

Total energy (hartree): -300.1995
SMILES: N#CC(O)C#N
Total charge: 0
Energy relative to the best compared isomer or geometry (same formula, charge and spin) (kJ/mol): 83.68
Gap between HOMO and LUMO (eV): 11.99

Each line ends with the Mulliken charge.
Positions of all 8 atoms, in Å:
N 0.4760 -2.5612 -0.2165  -0.335
C 0.2948 -1.4237 -0.0971  0.152
C 0.2287 0.0480 0.0575  0.612
O 0.3875 0.4153 1.3969  -0.491
C -0.7704 0.7561 -0.7511  -0.053
N -1.1687 1.4881 -1.5539  -0.369
H 0.9791 0.5180 -0.6263  0.117
H -0.4270 0.7594 1.7904  0.367

***

6.
Entry from the OMol25 dataset: a cluster of 2 separate species, C2H2ClF3 in total (ωB97M-V/def2-TZVPD).

Total energy (hartree): -837.0497
Total charge: 0
Energy relative to the best compared isomer or geometry (same formula, charge and spin) (kJ/mol): 427.81
Gap between HOMO and LUMO (spin up / spin down) (eV): 9.56 / 8.31

Each line ends with the Mulliken charge.
Positions of all 8 atoms, in Å:
C 0.4420 -1.3824 0.7740  -0.308
C 2.4723 0.2904 0.4157  0.339
F -0.2712 -0.6840 -0.0643  -0.186
F 1.8600 0.9746 -0.5684  -0.166
F 3.1200 1.1016 1.2554  -0.170
Cl 3.6033 -0.9784 -0.2365  -0.142
H 0.2038 -1.3859 1.8789  0.287
H 0.7972 -2.3062 0.4288  0.347

***

7.
Entry from the OMol25 dataset: the molecule C2H4N4 (ωB97M-V/def2-TZVPD).

Total energy (hartree): -297.5725
SMILES: [H]/N=C1/CNN=N1
Total charge: 0
Energy relative to the best compared isomer or geometry (same formula, charge and spin) (kJ/mol): 188.47
Gap between HOMO and LUMO (eV): 10.00

Each line ends with the Mulliken charge.
Positions of all 10 atoms, in Å:
H 2.5190 -1.0241 0.2428  0.290
N 2.0058 -0.1838 -0.0108  -0.574
C 0.7562 -0.3509 -0.0343  0.307
C -0.1938 0.7864 -0.2915  -0.183
N -1.3761 0.2187 0.3180  0.037
N -1.2328 -1.1158 0.4612  -0.312
N -0.0445 -1.4993 0.2974  -0.289
H 0.2294 1.6545 0.2098  0.233
H -0.3357 0.9976 -1.3592  0.218
H -2.3215 0.5276 0.1479  0.273

***

8.
Entry from the OMol25 dataset: a structure of composition C5H11NO (ωB97M-V/def2-TZVPD).

Expectation value of S²: 0.75
Total energy (hartree): -326.9323
Total charge: -1
Energy relative to the best compared isomer or geometry (same formula, charge and spin) (kJ/mol): 374.48
Multiplicity: 2
Gap between HOMO and LUMO (spin up / spin down) (eV): 4.78 / 5.78

Each line ends with the Mulliken charge.
Positions of all 18 atoms, in Å:
C 1.4854 -0.2357 -1.0701  -0.499
O 2.0398 0.7462 -2.0461  -0.554
C 1.3664 0.4752 0.2697  -0.622
C 0.5133 -0.4100 1.3026  -0.619
C -1.0026 -0.3920 0.6916  -0.419
C -2.6021 0.4365 -0.0162  -0.828
N -1.3188 0.8791 -0.0238  -0.624
H 2.0614 -1.1361 -0.9372  0.254
H 0.4896 -0.4917 -1.3823  0.364
H 1.3898 0.6409 -2.7714  0.336
H 0.8740 1.4541 0.1442  0.286
H 2.4269 0.6590 0.5214  0.365
H 0.5350 0.1104 2.3196  0.303
H 0.7877 -1.5318 1.4804  0.262
H -1.6037 -0.6734 1.6739  0.202
H -1.0397 -1.2745 -0.0850  0.075
H -3.3512 0.9413 0.6853  0.332
H -3.0510 -0.1975 -0.7567  0.386

***

9.
Entry from the OMol25 dataset: a cluster of 2 separate species, CH2OS3 in total (ωB97M-V/def2-TZVPD).

Total energy (hartree): -1309.0275
Total charge: 0
Energy relative to the best compared isomer or geometry (same formula, charge and spin) (kJ/mol): 56.29
Gap between HOMO and LUMO (spin up / spin down) (eV): 6.93 / 6.93

Each line ends with the Mulliken charge.
Positions of all 7 atoms, in Å:
C -1.2380 0.1907 -0.1450  -0.585
O 1.4650 -0.7870 1.4514  -0.367
S 2.4057 0.3427 -0.9879  -0.101
S -1.3457 1.7541 0.2531  -0.117
S 1.2481 -0.8001 0.0176  0.459
H -1.4288 -0.5846 0.5857  0.337
H -1.1063 -0.1157 -1.1749  0.374

***

10.
Entry from the OMol25 dataset: the molecule C4H10O6P2S (ωB97M-V/def2-TZVPD).

Total energy (hartree): -1690.7968
Total charge: 0
Energy relative to the best compared isomer or geometry (same formula, charge and spin) (kJ/mol): 0.00
Gap between HOMO and LUMO (eV): 9.96

Each line ends with the Mulliken charge.
Positions of all 23 atoms, in Å:
O -3.3221 1.8928 1.3295  -0.532
S -2.8820 0.6899 0.6822  0.666
O -1.5014 0.2773 1.4682  -0.356
C -1.1481 -1.1037 1.2687  -0.458
C -1.1076 -1.5259 -0.1915  -1.076
C -0.4462 -0.5263 -1.1590  0.592
P 1.4009 -0.8035 -1.2751  -0.168
P 2.3454 0.9346 -0.3980  0.929
O 2.2670 2.0802 -1.3016  -0.629
O 3.8681 0.4749 -0.1327  -0.534
O 1.7819 1.2006 1.0846  -0.453
C -0.7942 0.9511 -0.9497  -1.047
O -2.1890 1.1833 -0.7279  -0.351
H -0.1874 -1.2599 1.7533  0.342
H -1.8755 -1.7245 1.7981  0.329
H -2.1049 -1.7803 -0.5505  0.319
H -0.5388 -2.4577 -0.2396  0.468
H -0.7988 -0.7893 -2.1568  0.397
H 1.5984 -1.7426 -0.2390  0.000
H 3.9194 -0.3844 0.2977  0.317
H 2.4909 1.5061 1.6628  0.338
H -0.2178 1.4161 -0.1584  0.481
H -0.5581 1.4912 -1.8654  0.424

***

11.
Entry from the OMol25 dataset: a structure of composition C14H12I2IrN3O (ωB97M-V/def2-TZVPD).

Total energy (hartree): -1479.3069
Total charge: +2
Gap between HOMO and LUMO (spin up / spin down) (eV): 4.79 / 4.78

Each line ends with the Mulliken charge.
Positions of all 33 atoms, in Å:
Ir -0.0365 0.0281 -1.2496  0.728
I -1.1426 -5.2811 4.0971  0.349
C -0.9966 -4.1065 2.4437  -0.170
C -1.0446 -4.6910 1.1735  -0.371
C -0.9417 -3.9005 0.0538  -0.305
I -0.9885 -4.7162 -1.8216  0.255
C -0.7741 -2.4721 0.1950  0.704
O -0.6576 -1.7535 -0.8487  -0.687
C -0.7453 -1.8920 1.5189  0.676
C -0.6612 -0.3982 1.6495  -0.868
N 0.4464 0.1469 0.8215  -0.382
C 0.8605 1.5239 1.1963  -0.589
C 0.9666 2.4305 -0.0015  0.588
C 1.5068 3.6965 0.1171  -0.819
C 1.5099 4.5408 -0.9800  -0.190
C 0.9784 4.0914 -2.1833  -0.768
C 0.4775 2.8150 -2.2491  0.031
N 0.4638 1.9886 -1.1752  -0.179
C -0.8531 -2.7015 2.6042  -0.775
H -1.1588 -5.7613 1.0750  0.375
H -0.5278 -0.1370 2.7012  0.567
H -1.5916 0.0624 1.3075  0.286
H 1.2488 -0.4672 0.9466  0.388
H 1.8166 1.5069 1.7203  0.466
H 0.1266 1.9465 1.8854  0.362
H 1.9087 4.0197 1.0680  0.412
H 1.9185 5.5390 -0.8981  0.451
H 0.9586 4.7226 -3.0596  0.411
H 0.0691 2.4222 -3.1665  0.321
H -0.8461 -2.2844 3.6029  0.415
N -0.8075 -0.3111 -4.2200  -0.238
C -0.4204 -0.1403 -3.1471  0.236
H -1.0627 -0.4674 -5.1772  0.320

***

12.
Entry from the OMol25 dataset: the molecule C15H17IN2O (ωB97M-V/def2-TZVPD).

Total energy (hartree): -1064.1260
SMILES: C[C@H](NC(=O)C1=CN(C)C=CC1)c1ccc(I)cc1
Total charge: 0
Gap between HOMO and LUMO (eV): 7.56

Each line ends with the Mulliken charge.
Positions of all 36 atoms, in Å:
C 1.2569 -0.8995 3.1338  -1.320
C 1.6229 -0.5510 1.6403  -0.255
N 0.6718 0.4353 0.9960  -0.016
C -0.6997 0.3637 0.9107  0.081
O -1.3029 -0.4229 1.6210  -0.618
C -1.3274 1.4576 0.1345  -0.393
C -1.9901 1.1858 -1.0114  0.114
N -2.4422 2.2225 -1.8721  0.070
C -2.9269 1.8166 -3.1952  -0.966
C -2.5212 3.4540 -1.3338  0.029
C -1.8623 3.9026 -0.2095  -0.848
C -1.0610 2.8827 0.5696  -0.146
C 1.7901 -1.7862 0.9194  0.646
C 0.7371 -2.7774 0.5469  -0.270
C 1.0519 -3.8531 -0.3659  -0.468
C 2.3968 -4.0833 -0.7952  -0.441
I 2.8559 -5.8335 -2.1284  0.004
C 3.3131 -3.0582 -0.5771  -0.239
C 3.0274 -2.0147 0.3163  -0.535
H 2.2249 -0.8090 3.6900  0.330
H 0.5092 -0.1760 3.4395  0.352
H 0.8377 -1.8236 3.1643  0.362
H 2.6282 -0.1150 1.6876  0.481
H 1.2044 1.0695 0.3689  0.292
H -2.2187 0.1427 -1.3514  0.280
H -2.4154 2.3359 -3.9798  0.319
H -3.0163 0.7632 -3.1587  0.301
H -3.7947 2.3712 -3.1727  0.390
H -3.1901 4.1640 -1.9027  0.265
H -2.0195 4.9629 0.0650  0.330
H -1.4200 3.0073 1.6331  0.263
H -0.0270 3.0580 0.5190  0.295
H -0.2731 -2.5838 0.9402  0.418
H 0.2545 -4.5504 -0.5513  0.377
H 4.2214 -2.9562 -1.1520  0.360
H 3.9042 -1.3017 0.4613  0.155